DFT (the ωB97M-V functional and the def2-TZVPD basis) results for a single C5H9NO molecule.

Last column: natural (NBO) charge in e.
Element x y z (Å)
O -2.71 -0.65 0.44  -0.638
C -1.85 -0.28 -0.48  0.294
C -0.91 0.83 -0.05  -0.559
C 0.49 0.21 -0.06  0.087
C 1.53 0.54 -1.06  -0.247
N 1.63 1.03 0.32  -0.588
C 0.26 -1.22 0.38  -0.622
H -2.63 -0.13 1.28  0.446
H -0.59 -1.54 -0.28  0.240
H -1.11 1.22 0.97  0.175
H -1.02 1.65 -0.76  0.246
H 1.36 1.30 -1.81  0.198
H 2.20 -0.27 -1.36  0.192
H 2.32 0.50 0.84  0.352
H 1.07 -1.93 0.19  0.220
H -0.04 -1.26 1.44  0.204

For the max |F|, the calculation gives 0.99 eV/A. As for the energy above the lowest of the compared OMol25 structures with the same formula, charge and spin: 109.9 kcal per mole. The HOMO-LUMO gap comes out at 0.343 Eh. The net charge is 0. Its HOMO energy is -0.3112 hartree.